--- A ---
This record from OMol25 describes 2 unconnected molecules or ions with the total composition C4H11S2. The level of theory is ωB97M-V/def2-TZVPD.

**Expectation value of S²**: 0.753
**2S+1**: 2
**Charge**: 0
**Orbital gap (spin up / spin down)**: 9.09 / 6.16 eV
**E_LUMO (spin up / spin down)**: 0.0315 / -0.0761 hartree

The geometry in XYZ format:
```
17
Properties=species:S:1:pos:R:3:mulliken_charge:R:1
S -1.19 -0.91 -1.17 -0.093
S 2.00 -1.79 1.69 -0.116
C 2.40 -1.19 0.08 -0.289
C -2.25 1.64 -1.56 -1.125
C -1.00 0.92 -1.14 -0.348
C 0.50 -0.89 2.33 -0.618
H 0.86 -0.21 3.09 0.274
H -3.06 1.39 -0.88 0.308
H 2.52 -2.01 -0.62 0.269
H -2.17 2.73 -1.62 0.346
H -0.15 -0.59 1.52 0.088
H -0.64 1.20 -0.16 0.286
H 1.58 -0.51 -0.15 -0.204
H 0.04 -1.70 2.92 0.267
H -0.11 1.12 -1.76 0.359
H -2.61 1.35 -2.55 0.300
H 3.28 -0.55 -0.03 0.297
```

=====

--- B ---
This record from OMol25 describes 2 unconnected molecules or ions with the total composition C4H11S2. The level of theory is ωB97M-V/def2-TZVPD.

**Expectation value of S²**: 0.753
**2S+1**: 2
**Charge**: 0
**Orbital gap (spin up / spin down)**: 9.04 / 5.91 eV
**E_LUMO (spin up / spin down)**: 0.0314 / -0.0835 hartree

The geometry in XYZ format:
```
17
Properties=species:S:1:pos:R:3:mulliken_charge:R:1
S 0.15 -1.62 0.88 -0.097
S -2.10 0.77 -1.56 -0.140
C 1.82 -0.05 2.35 -1.070
C -2.26 -1.04 -1.40 -0.315
C 1.13 -0.04 1.02 -0.339
C -0.33 1.25 -1.72 -0.569
H -0.06 1.68 -2.71 0.360
H -2.96 -1.47 -0.67 0.315
H -0.25 1.87 -0.73 0.160
H -2.44 -1.25 -2.42 0.280
H 0.95 0.04 3.17 0.260
H 0.33 0.36 -1.46 0.091
H 2.54 0.80 2.42 0.350
H 1.81 -0.01 0.21 0.438
H 0.52 0.89 1.03 0.196
H 2.43 -0.96 2.54 0.308
H -1.26 -1.23 -0.96 -0.228
```

=====

Short version: A is the most stable of them.

=====

--- A ---
This record from OMol25 describes a single C2H5OPS molecule. The level of theory is ωB97M-V/def2-TZVPD.

**SMILES**: C=S1#P(O)C1
**Charge**: 0
**Orbital gap (spin up / spin down)**: 6.89 / 6.88 eV
**E_LUMO (spin up / spin down)**: 0.0072 / 0.0072 hartree

The geometry in XYZ format:
```
10
Properties=species:S:1:pos:R:3:mulliken_charge:R:1
S -0.40 0.29 1.02 0.025
P -0.58 -0.16 -1.35 0.151
O -1.42 -1.58 -1.41 -0.492
C 0.46 1.71 1.01 -0.763
C 0.62 -0.75 -0.09 -0.447
H 1.53 1.66 1.09 0.223
H 1.64 -0.41 -0.13 0.355
H -2.32 -1.49 -1.73 0.315
H 0.52 -1.81 0.14 0.326
H -0.04 2.54 1.46 0.305
```

=====

--- B ---
This record from OMol25 describes 2 unconnected molecules or ions with the total composition C2H5OPS. The level of theory is ωB97M-V/def2-TZVPD.

**Charge**: 0
**Orbital gap (spin up / spin down)**: 7.99 / 7.99 eV
**E_LUMO (spin up / spin down)**: -0.0344 / -0.0343 hartree

The geometry in XYZ format:
```
10
Properties=species:S:1:pos:R:3:mulliken_charge:R:1
S 1.16 1.79 -0.81 -0.157
P 0.33 -1.70 1.14 0.201
O -0.59 -2.66 0.66 -0.420
C -0.13 0.49 -0.99 -0.646
C -0.45 -0.10 1.16 -0.699
H 2.26 1.05 -0.56 0.153
H -1.47 -0.18 0.78 0.384
H 0.01 -0.48 -1.56 0.392
H -0.06 0.83 1.54 0.462
H -1.06 0.96 -1.37 0.329
```

=====

--- C ---
This record from OMol25 describes a single C2H5OPS molecule. The level of theory is ωB97M-V/def2-TZVPD.

**Charge**: 0
**Orbital gap**: 8.39 eV
**E_LUMO**: -0.0345 hartree

The geometry in XYZ format:
```
10
Properties=species:S:1:pos:R:3:mulliken_charge:R:1
S 1.00 -0.53 -1.36 0.096
P -0.78 -0.96 0.96 0.381
O -2.00 -1.06 0.11 -0.548
C 0.36 -1.45 -0.21 -0.124
C 0.79 1.27 -0.92 -0.657
H -0.60 -1.98 1.93 0.045
H 0.45 1.18 0.20 0.171
H -0.01 1.80 -1.63 0.268
H -1.02 -0.03 1.99 0.068
H 1.81 1.76 -1.07 0.301
```

=====

Short version: A is the most stable of them.

=====

--- A ---
This record from OMol25 describes 2 unconnected molecules or ions with the total composition C5H10N4. The level of theory is ωB97M-V/def2-TZVPD.

**SMILES**: CC(C)N=C=N.N#CN
**Charge**: 0
**Orbital gap**: 9.75 eV
**E_LUMO**: 0.0244 hartree

The geometry in XYZ format:
```
19
Properties=species:S:1:pos:R:3:mulliken_charge:R:1
N 0.52 -0.65 0.26 -0.420
N 2.41 -0.40 -2.05 -0.503
N 2.79 -0.37 0.92 -0.598
N 0.68 -2.06 -2.82 -0.426
C 1.64 -0.33 0.58 0.522
C 1.58 -1.14 -2.38 0.484
C -0.68 0.12 0.11 0.469
C -1.11 0.27 1.53 -1.482
C -0.53 1.55 -0.42 -1.406
H -1.36 -0.72 1.90 0.414
H -1.42 -0.53 -0.30 0.347
H 0.09 -2.63 -2.28 0.237
H -0.28 0.52 2.15 0.403
H 1.06 -2.41 -3.62 0.214
H 3.60 -0.14 0.38 0.304
H -1.98 0.96 1.75 0.314
H 0.00 2.10 0.40 0.313
H -0.11 1.62 -1.42 0.338
H -1.50 1.84 -0.57 0.476
```

=====

--- B ---
This record from OMol25 describes a single C5H10N4 molecule. The level of theory is ωB97M-V/def2-TZVPD.

**SMILES**: CN/C(=N/C#N)N(C)C
**Charge**: 0
**Orbital gap**: 9.80 eV
**E_LUMO**: 0.0242 hartree

The geometry in XYZ format:
```
19
Properties=species:S:1:pos:R:3:mulliken_charge:R:1
N 0.77 1.01 0.94 -0.667
N -0.38 1.02 3.16 -0.546
N -0.80 -0.52 -0.12 0.018
N 0.99 0.31 -1.24 -0.156
C -2.04 0.26 -0.30 -0.856
C 0.14 1.02 2.12 0.520
C -0.77 -1.69 0.81 -0.948
C 0.31 0.28 -0.06 0.359
C 2.38 0.72 -1.31 -0.835
H 2.56 1.77 -1.03 0.270
H 3.02 0.12 -0.68 0.308
H -1.19 -1.38 1.79 0.356
H -2.86 -0.43 -0.58 0.312
H -1.40 -2.47 0.36 0.313
H 2.71 0.58 -2.34 0.341
H 0.60 -0.35 -1.92 0.307
H 0.25 -2.05 0.93 0.309
H -2.33 0.83 0.60 0.308
H -1.96 1.00 -1.12 0.287
```

=====

Short version: B is the most stable of them.

=====

--- A ---
This record from OMol25 describes a molecular structure, C6H6N2O. The level of theory is ωB97M-V/def2-TZVPD.

**Charge**: 0
**Orbital gap**: 8.57 eV
**E_LUMO**: -0.0322 hartree

The geometry in XYZ format:
```
15
Properties=species:S:1:pos:R:3:mulliken_charge:R:1
O -0.59 0.56 -3.64 -0.294
N 0.59 0.93 -0.44 -0.434
N 0.16 0.93 -2.73 -0.148
C -0.69 -1.46 -0.05 -0.341
C -0.25 -0.88 0.99 -0.351
C 0.46 0.39 0.81 0.539
C -0.64 -0.84 -1.32 0.211
C -0.05 0.25 -1.49 0.150
C 1.02 1.15 1.91 -0.997
H -0.01 1.49 2.60 0.263
H -0.49 -1.32 1.87 0.471
H 1.55 2.16 1.58 0.238
H -1.65 -2.53 0.02 0.161
H 1.75 0.54 2.25 0.347
H -1.15 -1.37 -2.36 0.183
```

=====

--- B ---
This record from OMol25 describes a single C6H6N2O molecule. The level of theory is ωB97M-V/def2-TZVPD.

**SMILES**: N#C[C@@H]1[C@@H]2C=CO[C@]12N
**Charge**: 0
**Orbital gap**: 9.64 eV
**E_LUMO**: 0.0237 hartree

The geometry in XYZ format:
```
15
Properties=species:S:1:pos:R:3:mulliken_charge:R:1
O 0.65 -0.57 -1.55 -0.353
N -1.78 -1.83 2.30 -0.458
N 2.15 0.68 -0.22 -0.634
C -1.03 -1.10 1.80 0.091
C -0.01 -0.26 1.03 -0.197
C -0.41 0.80 -0.02 0.340
C 0.83 0.13 -0.43 0.054
C -1.40 0.22 -0.90 -0.632
C -0.73 -0.63 -1.66 -0.366
H -2.37 0.54 -0.74 0.496
H -0.56 1.82 0.35 0.380
H 1.97 1.58 0.31 0.324
H -0.99 -1.54 -2.19 0.406
H 0.87 0.11 1.66 0.254
H 2.80 0.05 0.25 0.294
```

=====

Short version: B is the most stable of them.

=====

--- A ---
This record from OMol25 describes 3 unconnected molecules or ions with the total composition C4H13NO2. The level of theory is ωB97M-V/def2-TZVPD.

**Expectation value of S²**: 0.754
**2S+1**: 2
**Charge**: +1
**Orbital gap (spin up / spin down)**: 8.29 / 4.56 eV
**E_LUMO (spin up / spin down)**: -0.2081 / -0.3453 hartree

The geometry in XYZ format:
```
20
Properties=species:S:1:pos:R:3:mulliken_charge:R:1
O 2.35 2.89 1.98 -0.634
O 0.35 3.87 -0.28 -0.543
N -1.71 -1.68 1.77 -0.609
C -1.33 -2.12 0.34 -0.468
C 0.90 -1.20 -2.05 -0.371
C -0.86 -0.76 -0.33 -0.567
C -0.36 -0.93 -1.74 0.065
H -0.85 -1.26 2.06 0.245
H 0.84 3.13 -0.02 0.234
H 1.54 -0.61 -1.42 0.333
H -1.22 -1.24 -2.34 0.373
H 1.19 -1.96 -2.83 0.307
H -1.66 -2.53 2.41 0.278
H -1.59 0.03 -0.16 0.417
H 2.01 2.75 1.10 0.257
H -0.51 -2.82 0.21 0.338
H 3.13 3.71 2.08 0.373
H 0.03 3.76 -1.17 0.314
H -0.02 -0.37 0.36 0.291
H -2.23 -2.65 0.04 0.365
```

=====

--- B ---
This record from OMol25 describes 2 unconnected molecules or ions with the total composition C4H13NO2. The level of theory is ωB97M-V/def2-TZVPD.

**Expectation value of S²**: 0.756
**2S+1**: 2
**Charge**: +1
**Orbital gap (spin up / spin down)**: 11.07 / 5.87 eV
**E_LUMO (spin up / spin down)**: -0.1395 / -0.3308 hartree

The geometry in XYZ format:
```
20
Properties=species:S:1:pos:R:3:mulliken_charge:R:1
O 1.46 2.55 -3.15 -0.593
O -2.21 -1.02 1.35 -0.420
N -0.05 -1.04 -0.33 -0.176
C -0.20 0.48 1.56 -0.381
C 0.12 0.39 0.07 -0.538
C -1.70 0.21 1.64 -0.427
C 1.12 -1.79 -0.49 -0.926
H 1.50 1.53 -3.12 0.313
H 0.90 -2.87 -0.63 0.364
H 1.80 -1.44 -1.26 0.350
H 1.76 -1.82 0.39 0.371
H -0.36 1.26 -0.50 0.372
H -0.63 -1.06 -1.28 0.427
H -0.03 1.48 1.81 0.353
H 1.16 2.56 -2.21 0.314
H 1.16 0.69 -0.28 0.331
H 0.35 -0.30 2.23 0.243
H -2.32 1.00 0.99 0.299
H -1.84 -1.31 0.49 0.390
H -1.98 0.51 2.70 0.333
```

=====

--- C ---
This record from OMol25 describes 3 unconnected molecules or ions with the total composition C4H13NO2. The level of theory is ωB97M-V/def2-TZVPD.

**Expectation value of S²**: 0.775
**2S+1**: 2
**Charge**: +1
**Orbital gap (spin up / spin down)**: 10.04 / 5.94 eV
**E_LUMO (spin up / spin down)**: -0.1657 / -0.3139 hartree

The geometry in XYZ format:
```
20
Properties=species:S:1:pos:R:3:mulliken_charge:R:1
O 1.11 -0.31 2.73 -0.640
O -0.97 -1.82 1.58 -0.637
N 0.31 0.10 -0.48 0.046
C -1.48 -1.13 -1.73 -0.668
C 0.33 1.30 0.17 0.162
C 1.47 1.95 0.51 -0.803
C -0.46 0.02 -1.76 -0.433
H 0.17 0.06 -2.65 0.397
H -1.09 -2.00 -2.26 0.315
H 1.62 2.85 1.10 0.346
H 2.39 1.62 0.03 0.275
H 1.08 0.65 2.79 0.323
H 1.30 -0.14 -0.60 0.264
H 1.50 -0.51 1.87 0.358
H -2.46 -0.86 -2.09 0.332
H -0.68 1.53 0.50 0.364
H -1.23 -1.45 0.73 0.208
H -0.33 -1.30 2.09 0.404
H -1.52 -1.52 -0.72 0.097
H -1.04 0.95 -1.79 0.289
```

=====

--- D ---
This record from OMol25 describes 2 unconnected molecules or ions with the total composition C4H13NO2. The level of theory is ωB97M-V/def2-TZVPD.

**Expectation value of S²**: 0.754
**2S+1**: 2
**Charge**: +1
**Orbital gap (spin up / spin down)**: 12.88 / 7.92 eV
**E_LUMO (spin up / spin down)**: -0.1093 / -0.2933 hartree

The geometry in XYZ format:
```
20
Properties=species:S:1:pos:R:3:mulliken_charge:R:1
O -1.15 2.50 0.14 -0.594
O -0.55 1.16 -2.30 -0.532
N 0.65 0.27 -0.44 0.017
C 0.76 -0.59 0.74 0.240
C -0.37 0.06 -1.44 -0.391
C -0.55 -0.48 1.57 -1.261
C 1.13 -2.04 0.33 -1.273
H -0.86 0.56 1.53 0.309
H -0.17 -0.82 -2.05 0.441
H -0.83 2.59 -0.78 0.315
H -1.32 -0.15 -0.94 0.347
H -1.35 3.38 0.42 0.309
H 1.01 -2.67 1.20 0.389
H 0.60 1.26 -0.16 0.371
H -0.30 -0.62 2.63 0.414
H 0.35 1.40 -2.59 0.375
H -1.24 -1.27 1.28 0.401
H 0.46 -2.34 -0.47 0.384
H 1.58 -0.17 1.31 0.385
H 2.17 -2.02 0.02 0.354
```

=====

Short version: D is the most stable of them.

=====

--- A ---
This record from OMol25 describes 2 unconnected molecules or ions with the total composition C10H18N3O. The level of theory is ωB97M-V/def2-TZVPD.

**Charge**: +1
**Orbital gap**: 8.04 eV
**E_LUMO**: -0.1241 hartree

The geometry in XYZ format:
```
32
Properties=species:S:1:pos:R:3:mulliken_charge:R:1
O -2.53 1.19 -0.77 -0.544
N 0.79 -1.56 1.72 -0.335
N -1.38 -0.90 1.42 -0.237
N -0.65 -2.68 0.19 -0.198
C 1.02 3.39 -0.92 0.780
C -1.31 1.84 -0.79 0.069
C 0.50 -4.93 0.59 -1.076
C 0.37 3.15 0.30 -0.526
C -0.66 2.02 -2.01 -0.626
C 2.30 4.18 -0.96 -1.335
C -0.77 -4.09 0.59 -0.434
C 0.40 2.90 -2.07 -0.548
C -0.78 2.39 0.37 -0.308
C -0.41 -1.73 1.18 0.356
H -0.87 1.38 -2.85 0.441
H -1.49 -4.49 -0.13 0.341
H 3.20 3.55 -0.99 0.280
H 1.14 -4.66 -0.24 0.329
H -1.28 -4.18 1.54 0.323
H 1.07 -4.64 1.48 0.290
H 1.04 -0.61 1.98 0.249
H 0.25 -5.95 0.80 0.366
H -3.09 1.54 -1.47 0.326
H -1.32 2.29 1.31 0.596
H 0.85 3.47 1.21 0.368
H -2.16 -0.84 0.77 0.210
H 2.34 4.62 -1.96 0.361
H -0.11 -2.51 -0.65 0.286
H 2.43 4.93 -0.19 0.377
H -1.36 -0.23 2.18 0.235
H 1.56 -2.10 1.35 0.268
H 0.90 3.25 -2.97 0.316
```

=====

--- B ---
This record from OMol25 describes 2 unconnected molecules or ions with the total composition C10H18N3O. The level of theory is ωB97M-V/def2-TZVPD.

**Charge**: +1
**Orbital gap**: 9.49 eV
**E_LUMO**: -0.0943 hartree

The geometry in XYZ format:
```
32
Properties=species:S:1:pos:R:3:mulliken_charge:R:1
O -3.30 -0.77 1.10 -0.535
N 3.28 -0.91 0.61 -0.345
N 2.11 0.74 -0.53 -0.371
N 0.97 -0.90 0.65 -0.035
C -1.02 2.16 -0.74 0.433
C 2.11 -0.40 0.16 0.743
C 0.70 -2.28 1.12 -0.821
C -2.65 1.48 0.99 -0.734
C -1.21 0.93 -1.35 -0.298
C -2.05 -0.07 -0.80 -0.608
C 0.98 -3.36 0.10 -0.925
C -2.66 0.21 0.37 0.668
C 0.10 3.14 -1.12 -1.146
C -1.81 2.39 0.41 -0.566
H -2.11 -1.02 -1.31 0.422
H -4.15 -1.08 0.81 0.320
H -3.30 1.70 1.82 0.483
H -0.29 3.85 -1.85 0.375
H 2.82 0.81 -1.25 0.255
H 0.87 2.40 -1.42 0.384
H 0.40 -4.26 0.26 0.399
H 3.28 -1.82 1.03 0.208
H 2.03 -3.45 -0.14 0.322
H 0.18 -0.34 0.36 0.036
H -1.69 3.38 0.87 0.383
H 0.52 -3.07 -0.88 0.303
H 0.48 3.61 -0.21 0.409
H -0.75 0.65 -2.29 0.330
H 1.14 -2.37 2.12 0.409
H 4.14 -0.39 0.51 0.234
H -0.37 -2.17 1.41 0.372
H 1.25 1.21 -0.85 -0.106
```

=====

--- C ---
This record from OMol25 describes 2 unconnected molecules or ions with the total composition C10H18N3O. The level of theory is ωB97M-V/def2-TZVPD.

**Charge**: +1
**Orbital gap**: 7.63 eV
**E_LUMO**: -0.1165 hartree

The geometry in XYZ format:
```
32
Properties=species:S:1:pos:R:3:mulliken_charge:R:1
O -2.70 2.46 -0.41 -0.538
N -0.51 -1.13 1.66 -0.239
N -1.02 -3.35 1.37 -0.414
N 1.38 -2.50 1.04 -0.357
C 0.22 0.34 -1.32 -0.802
C -0.20 2.30 -2.76 -0.521
C 1.68 0.84 -3.28 -1.419
C 0.60 1.20 -2.33 0.875
C -1.02 0.67 -0.71 -1.133
C 0.80 -0.14 3.41 -1.220
C 0.41 0.11 1.99 -0.686
C -1.66 1.86 -1.01 0.946
C -1.37 2.62 -2.18 -0.548
C -0.06 -2.35 1.35 0.621
H 1.78 0.32 3.60 0.342
H 1.90 -1.76 1.44 0.279
H 1.70 -3.49 1.12 0.278
H -0.76 -4.08 0.77 0.226
H -0.11 1.11 1.79 0.427
H -3.27 1.81 0.02 0.311
H -1.84 -3.37 1.84 0.192
H -1.54 -0.88 1.75 0.354
H -0.04 2.74 -3.74 0.257
H 1.42 -0.07 -3.87 0.326
H 2.63 0.42 -2.90 0.343
H 1.24 0.27 1.31 0.418
H -1.41 -0.13 -0.12 0.572
H 1.84 1.70 -4.06 0.290
H 0.77 -1.13 3.82 0.341
H 0.28 0.55 4.03 0.404
H 0.71 -0.52 -1.04 0.749
H -1.85 3.58 -2.58 0.328
```

=====

Short version: B is the most stable of them.